1.
Below is a molecular structure, C3H3AlO2, with properties calculated with wB97M-V/def2-TZVPD.

Each line ends with the Löwdin charge.
CARTESIAN COORDINATES (ANGSTROEM)
O -0.67774 -1.08561 0.53630  0.03
O -0.42260 1.11380 0.51547  0.02
C -1.67824 -0.52674 -0.21559  -0.01
C -1.40289 0.77477 -0.38669  -0.01
C 0.22636 -0.07255 0.87931  -0.32
H -2.58596 -1.10015 -0.37083  0.16
H 2.85735 0.20807 -0.27932  -0.06
Al 1.95332 -0.22926 0.90225  1.03
H -1.98451 1.57783 -0.82856  0.16

Computed properties:
**Total charge**: +1
**2S+1**: 2
**Gap between HOMO and LUMO (alpha / beta)**: 5.936 / 8.723 eV
**⟨S²⟩**: 0.760
**Max |F|**: 8.40 eV Å⁻¹
**HOMO (alpha / beta)**: -0.4525 / -0.5496 Ha
**E_LUMO (alpha / beta)**: -0.2344 / -0.2290 Ha

=====

2.
Below is a molecular structure, C3H3AlO3, with properties calculated with wB97M-V/def2-TZVPD.

Each line ends with the Löwdin charge.
CARTESIAN COORDINATES (ANGSTROEM)
H -0.44447 -0.03927 0.45215  0.19
O 1.25376 1.58459 0.97664  0.23
C 0.06702 1.74020 1.15095  -0.66
O -0.84938 0.75486 0.82019  0.09
O -0.58518 2.73865 1.61444  -0.08
Al -2.26327 1.98996 1.45712  1.19
H -0.04303 4.03156 1.18606  -0.01
C 0.48802 5.15179 1.45829  -0.05
C 0.09640 5.03254 0.27482  0.02
H 0.84305 5.33766 2.46371  0.08

Computed properties:
**Total charge**: +1
**2S+1**: 2
**Gap between HOMO and LUMO (alpha / beta)**: 7.655 / 4.153 eV
**⟨S²⟩**: 0.752
**Max |F|**: 6.46 eV Å⁻¹
**HOMO (alpha / beta)**: -0.5085 / -0.5020 Ha
**E_LUMO (alpha / beta)**: -0.2272 / -0.3494 Ha